# 1
87
Properties=species:S:1:pos:R:3:forces:R:3 method="wB97M-V/def2-TZVPD" e_above_lowest_ev=2.739 molar_mass_g_mol=725.39 e_homo_ev="0.013 / -4.311" multiplicity=5 total_charge=-1
Ir 1.7505 -0.4505 -0.7279 -4.10 -1.37 4.93
Cl 1.6793 1.6046 0.3105 0.19 1.27 0.66
P 0.3393 0.4699 -2.4173 1.49 -0.35 1.16
C -2.8719 -0.2929 0.8749 2.61 1.86 -0.12
H -3.7325 0.3070 1.0843 -0.85 -0.15 0.65
H -2.3078 0.3997 0.2016 -0.47 -0.25 0.63
C 2.2179 0.7575 -2.7179 -0.69 0.51 -2.50
C -0.5797 2.0742 -2.2642 0.24 0.34 -0.20
C 2.6307 0.9244 -4.1919 -0.07 0.64 0.51
H 2.4360 1.6873 -2.1519 0.07 -0.56 -0.34
C 4.0964 1.3551 -4.1478 0.09 -0.01 -0.27
H 2.4639 -0.0235 -4.7323 0.21 0.39 0.10
H 2.0010 1.7038 -4.6435 0.29 -0.15 -0.19
C 5.0049 0.3898 -3.3677 0.36 0.16 -0.45
H 4.4523 1.4592 -5.1764 0.27 0.13 0.09
H 4.1360 2.3441 -3.6646 0.00 -0.16 -0.20
C 4.4617 -0.0058 -2.0114 -0.08 -0.42 -0.50
H 5.1475 -0.5223 -3.9622 0.02 0.08 0.03
H 5.9846 0.8481 -3.2341 0.18 0.03 -0.20
C 3.0383 -0.4702 -2.2116 0.45 2.09 -2.02
H 5.0132 -0.8457 -1.5864 0.45 0.19 0.09
H 4.4629 0.8289 -1.3016 0.06 -0.15 -0.03
H 2.8995 -1.2693 -2.9135 0.42 -0.38 -0.52
H 3.1079 -1.1952 -0.9676 0.38 -1.21 0.80
C -0.4314 -0.5699 -3.6816 -0.62 0.14 -0.79
C -2.0965 1.9188 -2.4451 -0.22 -0.10 -0.17
H -0.3803 2.4230 -1.2358 0.01 -0.24 -0.26
C -2.8374 3.2636 -2.3395 0.32 0.11 0.18
H -2.2984 1.4897 -3.4343 -0.10 0.04 0.13
H -2.5103 1.2242 -1.7045 0.12 0.08 -0.09
C -2.2592 4.3318 -3.2826 0.04 -0.09 -0.06
H -3.9070 3.1160 -2.5607 0.33 0.02 0.16
H -2.7527 3.6164 -1.2999 -0.10 -0.08 -0.20
C -0.7332 4.4629 -3.1708 0.03 -0.18 0.26
H -2.5283 4.0875 -4.3213 0.05 -0.01 0.11
H -2.7181 5.3027 -3.0576 0.01 -0.15 -0.09
C -0.0129 3.1062 -3.2539 -0.13 0.25 -0.24
H -0.3466 5.1228 -3.9638 -0.11 -0.09 0.29
H -0.4847 4.9126 -2.1968 -0.05 0.00 -0.23
H -0.1077 2.7136 -4.2779 0.04 0.16 0.18
H 1.0592 3.2544 -3.0708 -0.18 -0.02 -0.01
C 0.2549 -1.9212 -3.9124 0.04 -0.16 -0.03
H -1.4406 -0.7486 -3.2598 0.24 -0.08 -0.13
C -0.5392 -2.8064 -4.8916 -0.01 0.31 0.11
H 1.2591 -1.7424 -4.3157 -0.09 -0.02 -0.05
H 0.4005 -2.4586 -2.9711 -0.03 0.14 0.00
C -0.8443 -2.1004 -6.2198 0.03 0.10 -0.07
H 0.0314 -3.7275 -5.0816 -0.24 0.16 0.07
H -1.4895 -3.0861 -4.4126 0.18 -0.03 -0.05
C -1.4211 -0.6879 -6.0382 0.09 0.07 0.29
H 0.0722 -2.0423 -6.8247 -0.08 0.02 0.12
H -1.5628 -2.7001 -6.7898 0.16 0.01 -0.03
C -0.6138 0.1572 -5.0279 -0.12 -0.16 -0.53
H -1.4389 -0.1579 -7.0067 -0.13 -0.24 0.32
H -2.4598 -0.7687 -5.6712 0.26 0.06 -0.15
H 0.3773 0.3799 -5.4538 -0.25 -0.09 0.09
H -1.1224 1.1213 -4.8962 0.20 -0.36 -0.06
C 0.4641 -1.6704 -0.0651 -2.31 -1.64 -1.40
C -2.9855 -1.5019 0.0712 3.93 -1.05 -0.26
H -0.3610 -1.9806 -0.8472 1.15 0.73 1.33
C -2.8434 -2.8537 0.7031 -0.82 0.63 1.44
H -2.2146 -1.4652 -0.7788 -1.77 0.26 0.41
C -1.9377 -3.1124 2.0266 -0.68 0.73 -0.14
H -3.9618 -2.9293 0.9562 1.36 -1.48 -0.16
H -2.3573 -3.4831 -0.0512 -1.15 -0.58 0.05
C -0.5640 -3.6655 1.7007 0.87 0.74 -1.05
H -1.7853 -2.2111 2.6435 -0.34 -0.39 -0.58
H -2.4840 -3.7931 2.6967 0.14 -0.17 -0.43
C 0.5152 -2.6938 1.0281 1.37 -0.27 1.02
H -0.0619 -4.0192 2.6073 -0.16 0.18 0.03
H -0.5853 -4.5408 1.0594 -0.48 -0.31 -0.25
H 1.1170 -2.2490 1.8491 -0.30 -0.24 -0.35
H 1.2375 -3.3426 0.4719 -0.21 -0.16 0.70
O -2.3449 1.9329 1.9433 -0.48 -0.06 -0.52
C -1.8897 0.9620 2.5551 1.82 0.65 3.83
O -1.9541 -0.3441 2.1204 -2.17 0.25 -2.82
C -1.2793 1.0680 3.9239 -1.15 -0.44 -2.89
C -1.6601 2.2009 4.6554 0.61 1.23 1.91
C -1.1572 2.4414 5.9467 -0.23 -1.06 -1.90
C -0.2444 1.5390 6.5281 -0.09 -0.44 -0.60
C 0.1458 0.3900 5.7979 -1.18 0.60 -1.34
C -0.3701 0.1483 4.5039 0.88 -0.48 1.53
H -2.3369 2.9025 4.1820 0.00 -0.01 0.10
H -1.4665 3.3052 6.4821 -0.27 0.68 0.40
H 0.1335 1.7215 7.5092 0.28 0.03 0.55
H 0.8374 -0.2939 6.2455 0.36 -0.39 0.08
H -0.0293 -0.7323 3.9475 -0.17 0.31 0.17


# 2
73
Properties=species:S:1:pos:R:3:forces:R:3 method="wB97M-V/def2-TZVPD" molar_mass_g_mol=549.67 e_homo_ev=-5.917
C 0.3319 -4.8796 2.4326 -0.08 -0.12 0.13
C -0.7318 -4.4231 1.6459 0.26 0.16 0.01
C -0.8830 -3.0649 1.3879 0.32 0.19 0.13
C -0.0132 -2.1164 2.0047 0.11 -0.69 0.25
C -0.3215 -0.7148 2.0207 -0.64 0.23 -0.48
C -1.6572 -0.2049 1.6657 0.08 0.13 -0.38
O -1.8503 0.7854 0.9501 0.16 -0.39 0.57
C -2.8438 -0.9172 2.2504 -0.76 0.21 0.20
C -2.7479 -1.7019 3.4076 0.16 -0.06 -0.36
C -3.8451 -2.4225 3.8707 -0.10 0.35 -0.14
C -5.0803 -2.2889 3.2242 0.22 0.08 -0.20
C -5.2074 -1.4270 2.1240 0.09 0.08 0.18
C -4.0998 -0.7142 1.6601 0.12 -0.41 0.08
C 0.4584 0.2288 2.6744 1.10 1.59 0.81
N 1.0397 1.0869 3.2359 -0.65 -1.14 -0.75
C 1.1366 -2.6129 2.6748 -0.26 -0.07 -0.18
C 1.2793 -3.9746 2.9205 -0.11 0.17 -0.32
H 0.4210 -5.9393 2.6682 0.00 0.21 -0.10
H -1.4566 -5.1326 1.2409 0.25 0.19 0.06
H -1.6954 -2.7158 0.7388 0.30 -0.17 0.40
H -1.7779 -1.7609 3.9043 -0.31 -0.14 -0.10
H -3.7201 -3.0770 4.7329 -0.17 0.18 -0.18
H -5.9417 -2.8526 3.5819 0.18 0.13 -0.12
H -6.1697 -1.2987 1.6205 0.27 -0.08 0.27
H -4.1757 -0.0089 0.8284 0.03 -0.35 0.22
H 1.8965 -1.8967 2.9999 -0.31 -0.24 0.19
H 2.1311 -4.3250 3.5040 -0.17 0.03 -0.18
C -2.2500 -0.9502 -7.0364 0.55 0.05 0.16
O -0.9123 -1.1939 -6.5487 -0.08 0.42 0.32
C -0.4901 -0.5246 -5.4412 -0.37 0.04 0.32
C 0.7088 -0.9800 -4.8395 -0.60 0.02 -0.30
C 1.0825 -0.4962 -3.6054 -0.08 0.34 0.10
C 0.3405 0.5252 -2.9592 -0.14 -0.13 -0.39
C 0.7305 1.0115 -1.6428 0.28 0.17 0.87
C 1.4042 0.1319 -0.7469 -0.48 -0.10 -0.40
C 2.1612 0.5496 0.3235 0.17 0.14 -0.37
C 3.2024 -0.2166 0.9659 0.30 -0.57 0.35
C 3.8996 0.3380 2.0674 -0.32 0.05 -0.32
C 4.9312 -0.3554 2.6846 0.05 -0.23 -0.17
C 5.3104 -1.6173 2.1972 -0.35 0.21 -0.14
C 4.6148 -2.1910 1.1216 0.01 0.11 -0.05
C 3.5760 -1.4979 0.5031 -0.01 0.09 0.36
C 0.4864 2.4040 -1.2851 -0.08 0.47 -0.23
C 0.6019 3.4392 -2.2539 -0.03 -0.27 0.04
C 0.4124 4.7583 -1.9164 -0.27 0.32 0.49
C 0.0520 5.1119 -0.5915 0.06 -0.26 0.25
O -0.1240 6.4410 -0.3546 -0.05 -0.55 0.36
C -0.4022 6.8819 0.9959 0.10 -0.22 -0.50
C -0.0936 4.0982 0.3839 0.08 0.69 -0.46
C 0.1404 2.7813 0.0272 0.04 -0.28 0.12
C -0.7903 1.0453 -3.6308 0.31 0.05 0.25
C -1.2156 0.5339 -4.8430 0.23 -0.63 -0.38
H -2.3672 -1.6440 -7.8680 -0.04 0.14 0.09
H -2.9988 -1.1622 -6.2625 0.21 0.06 -0.10
H -2.3495 0.0833 -7.3895 -0.03 -0.21 0.03
H 1.2814 -1.7510 -5.3499 -0.13 0.12 0.14
H 1.9902 -0.8711 -3.1322 -0.23 0.08 -0.15
H 1.3330 -0.9394 -0.9603 0.25 0.42 -0.07
H 2.0794 1.5800 0.6562 0.16 -0.12 -0.13
H 3.5800 1.3173 2.4273 0.11 -0.32 0.00
H 5.4367 0.0847 3.5472 -0.12 -0.17 -0.33
H 6.1501 -2.1499 2.6496 -0.34 0.14 -0.10
H 4.8828 -3.1868 0.7585 -0.04 0.38 0.15
H 3.0344 -1.9418 -0.3343 0.28 0.05 0.29
H 0.8798 3.1990 -3.2815 -0.05 -0.01 0.30
H 0.5123 5.5568 -2.6496 0.03 -0.20 0.16
H -0.6038 7.9475 0.8832 0.01 -0.17 0.15
H -1.2815 6.3720 1.4155 0.25 0.15 -0.16
H 0.4739 6.7309 1.6433 -0.25 -0.04 -0.19
H -0.3967 4.3351 1.4052 0.16 -0.13 -0.36
H 0.0041 2.0103 0.7830 -0.10 0.22 -0.24
H -1.3703 1.8490 -3.1800 0.16 -0.24 0.04
H -2.1235 0.9217 -5.3069 0.31 -0.15 0.18


# 3
87
Properties=species:S:1:pos:R:3:forces:R:3 method="wB97M-V/def2-TZVPD" molar_mass_g_mol=677.70 e_homo_ev=-8.269
C 0.0715 -7.0710 3.1420 -0.22 0.16 -0.78
B 0.6123 -6.1068 1.9533 0.79 -0.27 0.37
O 2.0077 -5.9822 1.8173 -1.46 -0.21 0.34
C -0.3911 -5.3292 0.9625 -0.66 0.52 -0.88
C -1.5149 -6.0519 0.3527 0.18 3.01 -0.58
C -2.4185 -5.3081 -0.5052 1.03 0.36 0.56
C -2.2591 -3.8720 -0.8286 1.35 -1.57 1.46
O -3.2451 -3.3427 -1.6458 1.69 -0.58 0.34
C -2.7305 -2.6889 -2.8165 -1.28 1.51 -0.46
C -3.9890 -2.4564 -3.8036 -0.09 0.67 0.74
C -4.2622 -0.9031 -3.9493 -0.06 -0.44 0.41
O -5.1793 -2.9712 -3.1694 0.42 -0.20 -1.08
C -1.1121 -3.1385 -0.2564 -0.82 -2.42 0.24
C -0.2259 -3.9162 0.6490 -1.29 0.17 -0.98
S 1.1471 -2.9770 1.4214 -1.18 0.47 0.07
C 0.2978 -1.3777 1.7086 -1.34 0.84 -0.72
C 0.4950 -0.5528 2.9000 -1.83 0.47 -1.09
P 1.6572 -1.0966 4.2507 0.08 0.11 -0.82
S 3.4468 -0.3694 4.0555 -0.05 0.07 0.13
C -0.2592 0.7040 3.0396 0.06 -1.46 -1.35
C -1.2167 1.1694 2.0148 1.25 -2.52 0.33
C -1.9311 2.5204 2.2905 1.13 0.81 1.06
F -2.4829 3.1374 1.1700 0.31 -0.95 0.83
F -2.9865 2.3767 3.2141 1.12 -0.01 -1.14
C -0.8446 3.5456 2.8404 -1.10 0.27 -1.27
C 0.2899 3.6465 1.7414 0.61 0.23 0.71
Si 0.8243 5.4655 1.3647 -0.02 -0.57 -0.90
C -0.2888 6.0469 -0.0968 -0.47 0.62 0.11
C 0.6884 6.6136 2.8706 -0.22 0.50 -0.24
C 2.5969 5.3342 0.6482 2.06 -0.57 -0.69
C 3.0240 4.0245 0.1075 1.74 1.31 -0.35
C 4.3714 3.7962 -0.4477 -1.10 2.11 1.02
C 5.3331 4.8987 -0.4555 -2.60 -0.32 0.81
C 4.8946 6.1900 0.0629 -0.51 -0.62 -0.12
C 3.5562 6.4456 0.6019 0.71 -2.69 -0.88
C -1.4022 0.3043 0.8548 0.08 -0.75 0.22
C -2.4212 0.6723 -0.2590 0.19 0.99 -0.22
C -0.6456 -0.9590 0.6673 -0.50 1.78 2.39
N -0.8933 -1.7179 -0.5707 1.60 -0.70 1.59
C 0.3558 -1.5090 -1.3876 0.67 0.82 -0.82
C 0.1391 -1.2759 -2.9270 0.74 -1.45 0.17
C 1.5201 -0.8268 -3.5451 -0.31 -0.03 -0.46
C 2.4333 -2.0137 -4.0238 0.45 -0.05 -0.09
O 2.2244 -3.2392 -3.2742 0.56 0.47 -0.25
H -0.6964 -6.4812 3.7186 0.67 -0.92 -0.36
H -0.4077 -7.9720 2.6543 0.18 0.92 0.65
H 0.8869 -7.4684 3.7978 -0.72 0.46 -0.36
H 2.4308 -6.4997 2.5273 -0.13 0.39 -0.52
H -1.6858 -7.1330 0.5384 0.16 0.98 -0.11
H -3.2831 -5.8696 -0.9413 0.84 0.85 0.31
H -1.8978 -3.2464 -3.3110 -0.69 0.32 0.59
H -2.4351 -1.6521 -2.4905 0.23 -1.27 -0.50
H -3.8312 -2.9523 -4.7962 -0.03 0.46 0.79
H -4.7427 -0.5665 -2.9834 0.52 -0.39 -0.95
H -4.9789 -0.6706 -4.7773 0.70 -0.29 0.65
H -3.3169 -0.3144 -4.0702 -0.75 -0.57 -0.10
H -5.2334 -3.9214 -3.3620 0.04 0.43 0.25
H 1.0110 -0.7770 5.4845 -0.04 -0.18 -0.55
H 1.6777 -2.5317 4.1991 -0.51 0.72 0.10
H -0.0610 1.2624 3.9851 -0.39 -0.36 -1.03
H -1.3656 4.5399 2.9101 0.21 -0.99 0.10
H -0.4886 3.2886 3.8644 -0.20 0.08 -0.95
H -0.0205 3.2362 0.7361 0.19 0.18 1.18
H 1.1948 3.0862 2.1085 -0.86 0.34 -0.54
H -1.3021 5.5519 -0.0652 0.97 0.48 -0.03
H 0.1792 5.8503 -1.0952 -0.33 0.01 0.90
H -0.4566 7.1631 -0.0349 0.11 -1.08 -0.11
H -0.3952 6.7008 3.1757 1.16 -0.21 -0.07
H 1.3442 6.2739 3.7141 -0.71 0.39 -0.65
H 0.9841 7.6511 2.5430 -0.11 -0.96 0.44
H 2.3343 3.1472 0.0834 0.55 0.97 0.17
H 4.6114 2.7813 -0.8386 -0.07 1.02 0.36
H 6.3541 4.7009 -0.8498 -0.90 0.51 0.41
H 5.6385 7.0242 0.0222 -0.82 -0.76 0.13
H 3.2597 7.4460 0.9849 0.44 -0.84 -0.36
H -3.3333 1.2066 0.1298 1.01 -0.74 -0.23
H -1.9180 1.4246 -0.9413 -0.51 -0.74 0.61
H -2.7298 -0.1789 -0.9093 0.38 0.51 0.87
H 1.1128 -2.3306 -1.2578 -0.86 0.70 -0.15
H 0.8400 -0.5696 -0.9858 -0.49 -0.94 -0.43
H -0.0822 -2.2898 -3.3742 0.10 1.13 0.33
H -0.7252 -0.6149 -3.1787 0.94 -0.21 0.38
H 1.2849 -0.2105 -4.4565 0.45 -0.43 0.86
H 2.1197 -0.1929 -2.8338 -0.78 -0.51 -0.58
H 2.2683 -2.2759 -5.1116 0.15 0.60 1.01
H 3.5122 -1.7216 -3.8507 -1.09 -0.08 -0.55
H 3.0551 -3.7330 -3.4014 -0.71 0.10 0.26


# 4
54
Properties=species:S:1:pos:R:3:forces:R:3 method="wB97M-V/def2-TZVPD" e_above_lowest_ev=0.206 molar_mass_g_mol=321.32 e_homo_ev="0.012 / -7.118" multiplicity=2 total_charge=-1
C 0.5139 2.8605 -0.3447 -0.39 2.01 2.73
C 1.3059 1.7341 -0.8458 -0.50 -1.75 -0.38
N 0.9112 0.4149 -0.7683 0.43 -0.31 -0.70
C -0.4307 -0.0157 -0.7070 -3.01 -1.00 -0.53
C 1.7716 -0.5422 -1.5293 -0.07 1.10 0.05
O 2.3855 1.9324 -1.3571 1.87 1.19 -0.34
H 0.7203 3.0490 0.7663 0.14 -0.67 -1.19
H 0.7897 3.8410 -0.7701 0.15 -0.79 -0.34
H -0.5539 2.8049 -0.3302 -0.56 -0.58 -0.58
H -0.7030 -0.9729 -0.1411 1.14 0.91 -0.91
H -0.8326 -0.0832 -1.7606 0.37 -0.66 1.06
H -1.1389 0.6805 -0.2942 0.14 0.79 0.49
H 2.1987 0.0205 -2.3498 1.00 0.32 0.35
H 2.5035 -0.9263 -0.7920 -0.18 -0.46 -1.12
H 1.2375 -1.2566 -2.1700 -0.49 -0.43 1.42
H -3.5574 2.2670 -0.1860 0.29 0.27 -0.10
H -2.3712 3.0725 0.4747 -0.21 0.38 -0.30
O -2.8796 2.2643 0.5000 -0.16 -0.67 0.47
H -2.1169 0.1234 -3.3732 -1.01 -0.41 -0.76
H -3.1976 -0.9817 -3.3940 0.05 0.11 -0.12
O -2.6028 -0.4906 -3.9930 0.40 0.07 0.68
H -0.0604 -0.8955 2.0276 0.07 -0.81 -0.41
H -0.0119 -2.5426 2.1957 -0.67 1.38 -0.70
O 0.0127 -1.6525 2.6285 0.14 0.13 0.97
H -3.0926 -3.3557 -1.0892 -0.24 0.25 -0.21
H -2.2558 -4.4989 -1.6524 0.15 0.02 -0.31
O -2.7081 -4.2132 -0.8527 -0.02 -0.02 0.35
H 2.1680 1.7580 3.0060 1.12 -0.25 -1.57
H 2.7248 3.3117 3.0262 0.66 -0.39 -0.74
O 2.1434 2.6406 3.3526 -1.35 0.79 1.69
H 0.1242 -2.0909 -3.9636 0.00 0.14 -0.03
H -1.3892 -1.8442 -4.2023 0.22 -0.03 0.08
O -0.7043 -2.5445 -4.1310 -0.16 -0.23 -0.10
H 0.5964 0.3106 4.4930 0.16 -0.11 -0.10
H 1.0333 1.8146 4.3639 -0.60 -0.35 0.47
O 0.3717 1.2042 4.7574 0.00 0.29 0.04
H -1.8366 -1.6209 3.3730 -0.12 -0.35 0.37
H -1.7219 -0.7130 4.5412 -0.61 -0.82 0.04
O -2.1779 -1.5476 4.2816 0.46 1.16 -0.05
H 2.4959 -2.9327 2.1656 -0.20 -0.40 -0.15
H 1.6960 -1.8369 2.9747 0.55 -0.47 -0.84
O 2.5541 -2.0503 2.5160 0.30 0.75 0.91
H -0.8841 1.6227 -3.2007 -0.24 0.95 -0.09
H -2.2457 2.4739 -3.2227 0.30 -0.06 -0.39
O -1.7511 1.7778 -2.7785 0.19 -0.34 0.59
H 1.6581 2.6748 -3.0355 -0.55 -1.71 0.06
H 0.8796 3.3558 -3.9525 -1.05 -1.12 -0.58
O 0.9049 2.4151 -3.6380 1.65 2.69 0.25
H -1.5647 -3.6457 0.2954 0.93 -0.27 0.92
H -0.7246 -4.4475 1.3826 -0.30 -0.01 -0.30
O -0.8380 -3.5672 1.0027 -0.40 -0.29 -0.53
H 2.7302 0.3473 0.5565 -0.09 0.32 -0.51
H 2.8670 -0.3446 1.8715 0.01 -0.15 0.12
O 2.7584 0.5411 1.4880 0.29 -0.12 0.87